# 1
16
Properties=species:S:1:pos:R:3:mulliken_charge:R:1 method="wB97M-V/def2-TZVPD" gap_ev=10.14 multiplicity=1 homo_ev=-9.24 smiles="ClC1=C[C@@H]2CN[C@H]1C2" molar_mass_g_mol=129.6 total_energy_ha=-748.3000 relative_energy_kj_mol=126.3
C 0.231 -0.386 0.682 0.19
C 0.512 -1.129 -0.330 -0.55
C -0.387 -0.765 -1.475 0.07
C 0.004 0.698 -1.890 -0.73
C -0.962 0.474 0.334 -0.05
C -1.667 -0.537 -0.655 -0.91
H 1.482 -1.576 -0.510 0.39
H -0.372 -1.587 -2.269 0.32
H -0.650 1.053 -2.715 0.34
H 1.075 0.776 -2.227 0.30
H -1.205 1.969 -1.171 0.32
H -1.463 1.047 1.156 0.40
H -2.446 0.046 -1.175 0.29
H -2.186 -1.370 -0.269 0.36
N -0.373 1.432 -0.648 -0.54
Cl 1.294 -0.031 1.984 -0.21



# 2
19
Properties=species:S:1:pos:R:3:mulliken_charge:R:1 method="wB97M-V/def2-TZVPD" gap_ev=8.13 multiplicity=1 homo_ev=-8.52 molar_mass_g_mol=173.6 total_energy_ha=-932.9935 relative_energy_kj_mol=198.9
C -0.266 -0.639 -0.150 0.32
C -2.214 -1.273 -1.723 0.04
C 0.836 1.609 0.042 -0.60
C -0.741 -1.393 -1.495 -0.80
C -2.458 -1.118 0.549 0.35
C 2.796 2.147 1.196 -0.67
N -1.245 -0.801 0.857 -0.50
N -3.000 -1.191 -0.688 -0.49
N 1.732 1.198 0.961 -0.06
O -0.122 0.739 -0.389 -0.10
Cl -3.664 -1.398 1.749 -0.14
H 0.707 -1.159 0.196 0.32
H -2.491 -1.080 -2.725 0.41
H -0.214 -1.010 -2.389 0.38
H -0.501 -2.429 -1.373 0.35
H 3.136 2.264 0.179 0.28
H 2.366 3.094 1.667 0.26
H 3.660 2.040 1.866 0.33
H 1.682 0.402 1.669 0.32



# 3
19
Properties=species:S:1:pos:R:3:mulliken_charge:R:1 method="wB97M-V/def2-TZVPD" total_charge=+1 gap_ev="7.94 / 7.94" multiplicity=1 homo_ev="-13.16 / -13.16" molar_mass_g_mol=171.6 total_energy_ha=-912.1445 relative_energy_kj_mol=467.2
C -0.073 -3.175 -0.272 0.03
C -3.174 0.131 0.048 0.01
C -2.049 0.782 0.052 0.91
C -1.695 -1.988 0.307 -0.21
C -2.047 2.283 -0.221 -1.22
C 1.804 -1.519 -0.155 -0.76
N -1.361 -3.252 -0.052 -0.43
N -0.784 0.208 0.118 -0.22
N 0.440 -1.913 -0.145 0.00
N -0.611 -1.167 0.255 0.17
Cl -4.697 -0.380 0.087 -0.01
H 0.569 -3.911 -0.600 0.41
H -1.239 2.736 0.309 0.35
H -1.714 2.381 -1.375 0.29
H -3.084 2.800 -0.098 0.37
H 2.468 -2.271 -0.474 0.35
H 1.888 -0.611 -0.733 0.31
H 2.264 -1.548 0.897 0.33
H 0.019 0.622 0.560 0.32



# 4
22
Properties=species:S:1:pos:R:3:mulliken_charge:R:1 method="wB97M-V/def2-TZVPD" total_charge=+2 gap_ev=2.08 multiplicity=1 homo_ev=-15.26 molar_mass_g_mol=300.5 total_energy_ha=-1182.5844
Y -0.020 -3.746 -3.983 2.05
Cl -0.405 -1.126 -3.478 -0.13
C -2.013 1.216 0.704 -0.41
C -1.827 0.938 -0.796 0.60
O -1.295 2.176 -1.218 -0.36
C -0.554 2.683 -0.198 0.62
O 0.298 3.477 -0.340 -0.46
O -0.923 2.079 0.967 -0.31
H -1.897 0.271 1.236 0.30
H -2.983 1.642 0.959 0.28
H -2.745 0.744 -1.343 0.39
H -1.051 0.159 -0.848 -0.62
C 1.147 -1.703 0.199 0.34
C 2.098 -0.490 0.262 -0.31
O 2.190 -0.224 1.658 -0.32
C 1.268 -0.975 2.310 0.67
O 1.158 -1.061 3.481 -0.45
O 0.464 -1.591 1.411 -0.40
H 1.790 -2.587 0.104 0.38
H 0.504 -1.613 -0.681 -0.36
H 1.726 0.419 -0.221 0.17
H 3.071 -0.690 -0.186 0.32



# 5
16
Properties=species:S:1:pos:R:3:mulliken_charge:R:1 method="wB97M-V/def2-TZVPD" gap_ev="7.27 / 7.27" multiplicity=1 homo_ev="-7.55 / -7.55" molar_mass_g_mol=146.6 total_energy_ha=-1034.8086 relative_energy_kj_mol=280.4
C -0.688 1.187 1.661 -0.18
C -1.699 0.472 0.969 -0.28
C 0.569 0.823 1.392 -0.66
C -1.400 -0.370 -0.021 -0.59
C 0.671 -2.114 -1.013 -0.69
C 1.042 0.744 -1.468 -1.03
P 0.410 -0.451 -0.181 0.89
Cl 0.005 -3.186 0.198 -0.22
H -0.686 1.955 2.418 0.36
H -2.787 0.600 1.301 0.27
H 1.449 1.352 1.616 0.41
H -1.946 -1.200 -0.417 0.47
H 1.664 -2.550 -1.195 0.28
H 0.944 0.073 -2.428 0.31
H 2.048 1.005 -1.120 0.34
H 0.403 1.660 -1.712 0.32



# 6
37
Properties=species:S:1:pos:R:3:mulliken_charge:R:1 method="wB97M-V/def2-TZVPD" total_charge=-1 gap_ev=9.18 multiplicity=1 homo_ev=-7.22 molar_mass_g_mol=540.3 total_energy_ha=-3577.6184 relative_energy_kj_mol=0.0
K -1.235 0.158 -0.108 1.01
N -0.655 1.276 -2.702 -0.26
S 0.827 1.488 -3.271 1.14
O 0.893 1.713 -4.666 -0.62
O 1.839 0.676 -2.664 -0.56
F 1.113 2.933 -2.626 -0.29
S -1.189 0.057 -3.703 1.08
O -0.458 -1.167 -3.611 -0.55
O -1.677 0.449 -4.973 -0.58
F -2.500 -0.328 -2.863 -0.28
P -1.976 3.221 1.701 1.22
F -3.227 3.268 2.700 -0.36
F -1.143 4.181 2.679 -0.38
F -1.452 1.871 2.469 -0.36
F -0.660 3.107 0.745 -0.34
F -2.796 2.228 0.679 -0.41
F -2.537 4.473 0.893 -0.37
C 3.672 1.802 -0.300 -0.29
C 2.609 2.561 0.523 -0.21
O 1.772 1.513 1.024 -0.21
C 2.106 0.351 0.450 0.64
O 1.441 -0.635 0.540 -0.64
O 3.233 0.431 -0.260 -0.32
H 4.691 1.880 0.075 0.28
H 3.687 2.096 -1.350 0.22
H 2.020 3.244 -0.079 0.17
H 3.069 3.060 1.372 0.34
C -1.666 -5.341 1.327 -0.26
C -0.424 -5.097 2.174 -0.31
O -0.540 -3.718 2.535 -0.31
C -1.429 -3.120 1.722 0.66
O -1.656 -1.954 1.695 -0.59
O -2.049 -4.026 0.938 -0.31
H -2.484 -5.824 1.856 0.27
H -1.380 -5.907 0.443 0.26
H 0.489 -5.196 1.584 0.26
H -0.329 -5.728 3.053 0.27